(1)
{"formula": "C4H32N3O10", "method": "ωB97M-V/def2-TZVPD", "species": ["C", "C", "C", "N", "C", "N", "N", "H", "H", "H", "H", "H", "H", "H", "H", "H", "H", "H", "H", "H", "H", "O", "H", "H", "O", "H", "H", "O", "H", "H", "O", "H", "H", "O", "H", "H", "O", "H", "H", "O", "H", "H", "O", "H", "H", "O", "H", "H", "O"], "coordinates": [[-1.17389, 2.90824, 1.37648], [-1.93036, 1.73916, 1.46777], [-2.79944, 1.22515, 0.29479], [-0.39756, 0.64033, -2.42041], [-1.33324, 1.10010, -1.59493], [-1.97874, 0.34698, -0.57504], [0.36367, 2.59114, 1.69240], [-1.48445, 3.66935, 2.15001], [-1.17801, 3.31284, 0.42825], [-1.41614, 0.67062, 1.62904], [-2.56208, 1.49854, 2.31715], [-3.79728, 0.74934, 0.87506], [-3.35721, 1.96370, -0.29028], [-0.04695, -0.34407, -2.31225], [-1.74565, 2.15435, -1.81163], [-2.35404, -0.57468, -0.70890], [0.68959, 1.64834, 1.33381], [0.93153, 3.27464, 1.26887], [0.49349, 2.41685, 2.76785], [1.11676, 1.29113, 4.36772], [0.14043, 0.25556, 3.53393], [0.25689, 1.17699, 3.96335], [2.25915, -3.14183, -2.68344], [1.37785, -3.80336, -1.68080], [2.17981, -3.15690, -1.74933], [3.14813, -2.16103, -0.28452], [3.01515, -2.43046, 1.29591], [3.56273, -1.90587, 0.71812], [-1.64516, -2.91054, -1.68341], [-2.79173, -2.61815, -2.71671], [-2.43033, -2.46483, -1.98735], [1.65059, -0.36831, 1.70452], [1.22830, -0.43361, 0.27032], [0.82933, -0.26665, 1.13655], [2.25142, 3.97033, -1.01999], [1.60049, 2.58872, -1.23709], [1.64948, 3.33988, -0.73230], [-0.94732, -1.52766, -4.05288], [-1.06392, 0.07354, -4.21173], [-1.31111, -0.77460, -4.60528], [1.51150, -2.44631, 2.69110], [0.30670, -3.38569, 2.55834], [0.60874, -2.42245, 2.49219], [2.24863, -0.06530, -2.02392], [3.50426, 0.86436, -1.85436], [2.56660, 0.80097, -1.89832], [-1.05590, -3.73430, 0.65538], [-0.17804, -2.42110, 0.95152], [-0.51270, -2.91343, 0.19444]], "total_charge": 1, "homo_energy_ev": -11.800}

(2)
{"formula": "C4H32NO11", "method": "ωB97M-V/def2-TZVPD", "species": ["C", "N", "C", "C", "C", "H", "H", "H", "H", "H", "H", "H", "H", "H", "H", "H", "H", "O", "H", "H", "O", "H", "H", "O", "H", "H", "O", "H", "H", "O", "H", "H", "O", "H", "H", "O", "H", "H", "O", "H", "H", "O", "H", "H", "O", "H", "H", "O"], "coordinates": [[-1.92079, 1.76134, 1.25069], [-1.61127, 1.00003, 0.03864], [-2.91578, 0.59808, -0.72116], [-3.76272, 0.37553, 0.56007], [-3.43955, 1.56223, 1.46068], [-1.39649, 1.37869, 2.12412], [-1.71553, 2.81874, 1.17268], [-1.14015, 0.11663, 0.26351], [-0.96038, 1.51660, -0.57086], [-2.58023, -0.20306, -1.36209], [-3.32533, 1.47426, -1.22468], [-4.82844, 0.26785, 0.36568], [-3.30383, -0.55856, 0.89865], [-3.93886, 1.51735, 2.42436], [-3.95795, 2.42763, 1.01306], [0.23151, -0.56473, -2.38942], [-0.56454, 0.67513, -2.85096], [-0.03140, -0.06210, -3.17215], [-0.67207, -2.43310, -0.59488], [-0.03596, -1.45482, 0.46956], [-0.74839, -1.56714, -0.16287], [3.45379, -1.03087, -2.97190], [1.97964, -0.91707, -3.58307], [2.51517, -1.13889, -2.81437], [3.80169, -0.33601, 3.38472], [2.75312, 0.31326, 4.38044], [2.89372, -0.04587, 3.50089], [1.31877, 2.69489, -0.61400], [0.07649, 3.69959, -0.47696], [0.37310, 2.78277, -0.45720], [1.19882, -2.48691, -2.32269], [-0.10046, -3.36226, -2.49077], [0.62203, -3.13437, -1.89504], [1.89281, 0.51303, 1.83150], [1.31743, 1.87119, 1.35674], [1.07209, 0.99861, 1.66950], [4.22057, 0.01569, -0.18861], [5.07945, 0.67587, 1.00259], [4.21432, 0.42095, 0.67765], [2.32312, -1.78456, 3.05966], [1.69973, -2.29213, 1.64233], [2.02466, -2.52446, 2.50871], [0.38031, -4.75866, 1.63895], [0.13073, -4.92775, 0.05111], [-0.24852, -4.91693, 0.93228], [-0.09084, 2.98812, -2.55937], [-1.24454, 3.14451, -3.58047], [-1.03906, 2.89167, -2.67522]], "total_charge": 1, "homo_energy_ev": -13.229}

(3)
{"formula": "C4H32NO14S", "method": "ωB97M-V/def2-TZVPD", "species": ["O", "C", "O", "C", "C", "C", "S", "N", "H", "H", "H", "H", "H", "H", "H", "H", "H", "H", "O", "H", "H", "O", "H", "H", "O", "H", "H", "O", "H", "H", "O", "H", "H", "O", "H", "H", "O", "H", "H", "O", "H", "H", "O", "H", "H", "O", "H", "H", "O", "H", "H", "O"], "coordinates": [[1.62676, 0.68086, -2.02759], [0.88167, 0.54539, -1.02835], [1.41773, 0.10845, 0.06172], [-0.55501, 0.95774, -0.87654], [-1.34396, -0.37079, -0.61170], [-2.64865, -0.48788, -1.40524], [-3.25810, -2.15088, -1.87802], [-0.89286, 1.86142, 0.23171], [-0.88260, 1.53424, -1.78809], [-1.67301, -0.57576, 0.44045], [-0.68433, -1.20489, -0.79573], [-3.44434, 0.07654, -0.93207], [-2.46549, -0.04573, -2.40232], [-2.39389, -3.03193, -1.33907], [-1.22429, 2.77969, -0.14946], [-0.11190, 1.86845, 0.90263], [1.95159, -0.94994, -2.39919], [3.27775, -1.73521, -2.55723], [2.35258, -1.78348, -2.76509], [-1.34264, -2.85389, 2.23690], [-2.46524, -3.56528, 1.59389], [-1.78809, -3.71937, 2.24841], [0.54866, -0.70070, 2.33404], [-0.75769, -0.15484, 1.73036], [-0.22851, -0.15848, 2.54823], [1.44440, 1.82138, 2.55580], [1.88544, 3.27252, 2.88682], [1.54176, 2.70793, 2.18594], [2.37595, 3.03658, -2.37160], [1.51497, 3.69567, -1.35224], [2.15726, 3.91045, -2.05646], [-2.89914, 1.90475, 1.19749], [-3.74094, 1.02741, 2.13419], [-3.48048, 1.14557, 1.23050], [-3.23559, 2.59680, -1.50787], [-2.64318, 3.41338, -2.58120], [-2.80360, 3.46785, -1.63702], [2.47784, -1.07908, -0.16602], [4.12942, -0.87731, -0.11872], [3.38908, -1.48346, -0.27085], [-1.04936, 0.56323, 4.27405], [-1.05438, 1.85076, 3.50594], [-1.35087, 1.47063, 4.35059], [4.13564, 1.64322, 0.91792], [3.48142, 0.84147, -0.26089], [4.27129, 0.95187, 0.28436], [2.29169, -3.40412, 2.00176], [2.60413, -2.23657, 1.04541], [2.06994, -2.47732, 1.84564], [1.19962, -2.96306, -1.35495], [0.75625, -2.46635, 0.14035], [0.64592, -3.11890, -0.58754]], "total_charge": -1, "homo_energy_ev": -6.490}

(4)
{"formula": "C4H33N3O11", "method": "ωB97M-V/def2-TZVPD", "species": ["N", "C", "N", "C", "C", "N", "C", "O", "H", "H", "H", "H", "H", "H", "H", "H", "H", "H", "H", "H", "H", "O", "H", "H", "O", "H", "H", "O", "H", "H", "O", "H", "H", "O", "H", "H", "O", "H", "H", "O", "H", "H", "O", "H", "H", "O", "H", "H", "O", "H", "H"], "coordinates": [[-2.88332, -0.28813, 0.54302], [-2.73944, -0.82310, 1.87658], [-1.35763, -1.14241, 2.32541], [-0.50008, -1.73928, 1.30636], [0.95938, -1.46625, 1.66972], [1.66741, -0.73936, 0.60298], [3.01569, -0.25854, 0.89388], [3.30702, 0.75618, -0.06117], [-2.00876, -0.02287, 0.10380], [-3.28312, -1.00902, -0.04856], [-3.33990, -1.70312, 2.12466], [-3.08585, -0.08807, 2.61802], [-0.93894, -0.26369, 2.60436], [-0.67889, -1.35436, 0.28458], [-0.71435, -2.81137, 1.27053], [1.48294, -2.39036, 1.92509], [0.93526, -0.80896, 2.55861], [1.07420, 0.05817, 0.38675], [3.76522, -1.04806, 0.83116], [3.05505, 0.25715, 1.85170], [3.13187, 0.39497, -0.94077], [-0.45050, 1.77790, 1.38938], [-0.60283, 1.79729, 0.41569], [-0.13918, 2.69188, 1.49438], [0.83533, 2.35157, -2.39984], [1.36209, 2.85725, -1.76138], [1.45470, 1.82992, -2.91535], [1.86560, -3.87629, -1.06099], [2.11412, -4.31263, -0.23749], [1.07200, -4.39826, -1.25138], [-1.19956, -3.47761, -1.89610], [-1.21550, -2.67137, -1.36622], [-1.99596, -3.36340, -2.42647], [-2.00204, 2.65654, 3.45658], [-1.52107, 1.94154, 3.02436], [-2.22637, 3.38390, 2.87348], [-2.75324, 3.09920, 0.24125], [-3.61208, 2.67973, 0.29280], [-2.14545, 2.75749, 0.90826], [-0.71106, -0.77984, -3.11826], [-0.43118, -0.65834, -4.03672], [0.14509, -1.05995, -2.73179], [3.02290, 3.79277, -1.12615], [2.49500, 4.46476, -0.68762], [3.00565, 2.97638, -0.61231], [1.90665, -0.94781, -2.42089], [1.89791, -1.11544, -1.45699], [2.47376, -1.61514, -2.81090], [-1.14464, 1.05911, -1.18233], [-0.55887, 0.91923, -1.93664], [-1.80501, 1.73009, -1.38706]], "total_charge": 0, "homo_energy_ev": -8.751, "smiles": "NCNCCNCO.O.O.O.O.O.O.O.O.O.O"}

(5)
{"formula": "C4H33NO14", "method": "ωB97M-V/def2-TZVPD", "species": ["C", "O", "C", "C", "C", "N", "O", "H", "H", "H", "H", "H", "H", "H", "H", "H", "H", "H", "O", "H", "H", "O", "H", "H", "O", "H", "H", "O", "H", "H", "O", "H", "H", "O", "H", "H", "O", "H", "H", "O", "H", "H", "O", "H", "H", "O", "H", "H", "O", "H", "H", "O"], "coordinates": [[1.17606, -0.50846, -0.79420], [2.11805, -0.51591, 0.40137], [1.08663, 0.91349, -1.32794], [-0.24839, 1.44090, -1.31207], [-1.01034, 1.60984, -0.00339], [-0.33241, 1.94701, 1.13203], [-2.23089, 1.58064, -0.05498], [0.31779, -1.14156, -0.71216], [1.73874, -1.05172, -1.52584], [2.23482, -1.50602, 0.64811], [1.56569, 0.83405, -2.29562], [1.78851, 1.55198, -0.81735], [-0.90187, 0.99792, -2.08522], [-0.06943, 2.51341, -1.80470], [0.63471, 1.80747, 1.14072], [-0.72604, 1.92166, 2.18187], [0.55139, 0.35277, 5.00574], [-0.64774, 0.26982, 3.90222], [0.05951, 0.82095, 4.28428], [-3.52798, -1.00874, -1.34835], [-2.15461, -1.49240, -1.74362], [-2.86738, -1.76401, -1.12519], [0.47017, -1.40159, -4.69925], [0.00747, -2.62429, -3.63720], [0.67221, -2.06628, -4.03299], [-2.78567, -1.58162, 1.07584], [-3.11367, -2.26707, 2.52055], [-2.50250, -2.32416, 1.76883], [1.31554, 1.13127, 3.13087], [2.36814, 1.75812, 2.35381], [2.26988, 0.93465, 2.68948], [1.57710, 4.24349, -3.14516], [1.01397, 4.34041, -1.79462], [0.86286, 4.57073, -2.68943], [-1.88908, -3.48919, -2.22344], [-0.46365, -3.85571, -1.96474], [-1.04248, -3.49856, -2.63537], [-1.79210, -3.24437, 0.31991], [-0.47003, -3.37310, 1.09361], [-0.90361, -3.62488, 0.14260], [3.30919, 2.23676, 0.59349], [2.98138, 3.64040, 0.93482], [2.60393, 2.80763, 0.83723], [-1.79570, -1.06351, 4.34872], [-1.32359, -2.25973, 3.30990], [-1.35837, -2.02837, 4.26438], [-3.56946, 1.48223, -2.12039], [-3.84661, 0.47900, -0.92151], [-3.87594, 0.52681, -1.86620], [4.77766, -0.27968, 0.09576], [3.49614, 0.56733, 0.38162], [4.45201, 0.69021, 0.12314]], "total_charge": 0, "homo_energy_ev": -10.116}

For reference, ΔE to the lowest compared entry with this formula, charge and spin by record: 156.77, 57.39, 71.29, 4.11, 144.41 kcal/mol.
For reference, total energy by record: -29602.7322, -28674.4881, -45660.8307, -31676.1866, -34836.1973 eV.